Entry 1:
C7H10 | ωB97M-V with the def2-TZVPD basis set

```
! wB97M-V def2-TZVPD RIJCOSX def2/J DEFGRID3
* xyz 0 1
C 1.8901 0.7001 0.0635
C 1.8246 -0.3657 -0.7311
C 0.4391 -0.9497 -0.7976
C -0.3881 0.0036 0.0735
C 0.5520 1.0683 0.6566
C -1.5093 -0.5905 0.8680
C -1.8095 0.2836 -0.3191
H 2.7963 1.2615 0.2761
H 2.6626 -0.7873 -1.2790
H 0.0578 -1.0132 -1.8259
H 0.4074 -1.9705 -0.3898
H 0.2606 2.0905 0.3764
H 0.5742 1.0377 1.7553
H -1.6404 -1.6663 0.7748
H -1.7173 -0.1902 1.8571
H -2.2260 1.2697 -0.1260
H -2.1742 -0.1816 -1.2328
*
```

The calculation puts the max |F| at 0.235 eV Å⁻¹. Its LUMO energy is 1.18 eV. As for the highest occupied orbital energy: -8.9989 eV. Its HOMO-LUMO gap is 10.176 eV. As for the energy relative to the best compared isomer or geometry (same formula, charge and spin): 1.185 eV.

=====

Entry 2:
C41H16Cl5CoF4N5P | ωB97M-V with the def2-TZVPD basis set

```
! wB97M-V def2-TZVPD RIJCOSX def2/J DEFGRID3
* xyz 0 5
Co 1.4040 -1.1822 -0.0093
Cl 3.5444 -2.1320 1.6967
C 2.4768 -3.4570 1.2954
C 1.4145 -3.1592 0.4539
C 0.5937 -4.2214 0.1289
Cl -0.6964 -3.9628 -1.0214
C 0.7843 -5.5072 0.6347
Cl -0.2773 -6.7930 0.2017
C 1.8565 -5.7546 1.4912
Cl 2.1148 -7.3330 2.1228
C 2.7287 -4.7189 1.8210
Cl 4.0830 -5.0009 2.8418
C -4.6751 0.3430 -1.8035
C -4.0814 -0.8802 -1.5260
C -2.6975 -0.9809 -1.4563
C -1.8943 0.1375 -1.6696
C -2.4995 1.3673 -1.9352
C -3.8836 1.4672 -2.0008
P -0.0793 -0.0802 -1.6846
C 0.5650 1.6234 -1.5415
C 1.4178 2.1855 -2.4864
C 1.9401 3.4605 -2.2892
C 1.6096 4.1782 -1.1493
C 0.7523 3.6244 -0.2056
C 0.2375 2.3514 -0.3975
C 0.2846 -0.5580 -3.4380
C -0.5605 -0.1278 -4.4288
C -0.5067 -0.6403 -5.7445
C 0.3610 -1.6434 -6.0446
C 1.2774 -2.1111 -5.0718
C 2.1761 -3.1675 -5.3772
C 3.0990 -3.6089 -4.4774
C 3.2171 -2.9555 -3.2393
C 2.3751 -1.9232 -2.9317
C 1.2968 -1.5161 -3.7867
H -5.7543 0.4236 -1.8566
H -4.6942 -1.7572 -1.3502
H -2.2391 -1.9288 -1.2220
H -1.8942 2.2521 -2.0790
H -4.3436 2.4279 -2.2023
H 1.6802 1.6323 -3.3816
H 2.6031 3.8921 -3.0307
H 2.0217 5.1686 -0.9936
H 0.4840 4.1843 0.6836
H -0.4302 1.9285 0.3372
H -1.3352 0.5917 -4.1924
H -1.1941 -0.2641 -6.4930
H 0.3680 -2.0961 -7.0311
H 2.1113 -3.6271 -6.3583
H 3.7648 -4.4287 -4.7196
H 3.9986 -3.2343 -2.5410
F 1.1171 1.6893 6.5546
C 0.0618 2.0450 5.8289
C -0.7650 3.0029 6.3409
F -0.4655 3.4987 7.5333
C -1.9022 3.4836 5.6549
C -2.1031 2.8884 4.3921
C -1.2728 1.9360 3.8929
F -1.5863 1.4131 2.6999
C -0.1468 1.4517 4.5728
C 0.7102 0.4277 4.0314
C 0.6925 0.0519 2.6889
N 0.7554 -0.3038 1.5891
C 1.6479 -0.3278 4.8183
N 2.3886 -0.9863 5.4125
F -3.1402 3.2511 3.6439
C -2.7752 4.4728 6.1815
C -3.9697 4.8944 5.5082
N -4.9483 5.2656 5.0220
C -2.5523 5.1420 7.4299
N -2.4283 5.7330 8.4138
N 3.0965 -0.3704 -1.0003
C 2.6800 -1.1466 -1.7509
*
```

The calculation puts the max |F| at 1.876 eV Å⁻¹. Its LUMO energy (spin up / spin down) is -1.60 / -2.29 eV. As for the highest occupied orbital energy (spin up / spin down): -7.4377 / -8.0824 eV. Its HOMO-LUMO gap (spin up / spin down) is 5.842 / 5.795 eV. As for the expectation value of S²: 6.05.

=====

Entry 3:
C7H32NO9 | ωB97M-V with the def2-TZVPD basis set

```
! wB97M-V def2-TZVPD RIJCOSX def2/J DEFGRID3
* xyz 1 1
C 0.1271 0.5121 -3.1847
C 0.0658 -0.7637 -2.3103
C -0.8798 -0.6417 -1.1328
C -0.5994 -0.5321 0.1722
C -1.7101 -0.4735 1.1338
C -1.5677 0.2156 2.2652
C -2.6215 0.4001 3.3227
N -0.6297 1.6326 -2.5647
H -0.3066 0.2287 -4.1383
H 1.1566 0.8370 -3.2375
H 1.0229 -0.9598 -1.8309
H -0.0964 -1.6751 -2.8791
H -1.9108 -0.7736 -1.4742
H 0.4755 -0.4149 0.3302
H -2.5908 -1.0208 0.8241
H -0.5729 0.5894 2.4991
H -2.2851 1.1615 4.0317
H -2.7822 -0.4625 3.9653
H -3.4998 0.8306 2.8433
H -0.5036 1.8256 -1.5725
H -1.6378 1.4213 -2.5685
H -0.4588 2.4668 -3.1109
H 2.3248 1.9403 -0.9469
H 1.4574 3.0377 -0.9618
O 1.6397 2.2839 -1.5531
H 3.7204 2.7517 1.4488
H 2.4894 1.9404 0.9309
O 2.8274 2.8244 1.1092
H 1.4386 -2.7357 -0.6300
H 3.0538 -3.0327 -0.6288
O 2.3347 -2.4227 -0.4618
H 1.8489 -1.9931 3.1721
H 1.4352 -0.7212 3.8363
O 1.8867 -1.0361 3.0429
H -1.2161 -3.4916 2.1056
H -0.1836 -2.4591 1.5137
O -0.8031 -3.1637 1.3031
H 2.9538 -0.9730 0.1799
H 3.2968 -0.1006 1.4501
O 3.1117 -0.0613 0.5067
H -3.1185 2.7390 -1.4149
H -3.9530 1.4532 -1.5746
O -3.1069 1.7963 -1.2629
H -1.0485 2.3910 0.6668
H -2.0847 3.4457 1.0041
O -1.5097 3.1496 0.2912
H -0.5723 -3.6120 -0.3918
H -0.5357 -4.6459 -1.5685
O -0.1159 -3.8569 -1.2186
*
```

The calculation puts the max |F| at 2.088 eV Å⁻¹. Its LUMO energy is -2.46 eV. As for the highest occupied orbital energy: -11.6557 eV. Its HOMO-LUMO gap is 9.199 eV. As for the energy relative to the best compared isomer or geometry (same formula, charge and spin): 1.497 eV.

=====

Entry 4:
C5H13N2 | ωB97M-V with the def2-TZVPD basis set

```
! wB97M-V def2-TZVPD RIJCOSX def2/J DEFGRID3
* xyz 1 1
C -0.2037 0.8177 1.6906
C 0.6325 0.0701 0.6218
C 1.9117 0.5218 0.4902
N 2.7573 0.7246 1.5874
C -0.1249 -0.7880 -0.3459
C -1.3298 -0.0581 -0.9337
N -1.8189 -0.8110 -2.1705
H -1.0897 0.2315 1.9532
H -0.6029 1.7216 1.2319
H 0.3190 0.9612 2.6339
H 2.3246 0.6393 -0.5166
H 3.7059 0.5784 1.2768
H 2.4833 0.0613 2.2942
H 0.7073 -0.9793 -1.0456
H -0.5852 -1.7109 0.0248
H -1.2320 1.0035 -1.1033
H -2.2050 -0.1287 -0.2609
H -2.7686 -0.5311 -2.4113
H -1.6639 -1.8142 -2.0750
H -1.2171 -0.5096 -2.9422
*
```

The calculation puts the max |F| at 2.561 eV Å⁻¹. Its LUMO energy is -3.73 eV. As for the highest occupied orbital energy: -10.9682 eV. Its HOMO-LUMO gap is 7.242 eV. As for the energy relative to the best compared isomer or geometry (same formula, charge and spin): 3.023 eV.

=====

Entry 5:
C32H31AsBiF3IOSTe | ωB97M-V with the def2-TZVPD basis set

```
! wB97M-V def2-TZVPD RIJCOSX def2/J DEFGRID3
* xyz 1 1
Bi 2.1676 0.6223 0.6849
I 3.9275 2.4083 -0.6883
O 0.5202 -1.1394 1.6354
S -0.7886 -1.8047 1.9957
C -1.1210 -2.9314 0.6481
C -2.1677 -3.8340 0.7738
C -2.4211 -4.7144 -0.2655
C -1.6270 -4.6932 -1.4063
C -0.5777 -3.7917 -1.5127
C -0.3172 -2.9012 -0.4788
C -2.1068 -0.6403 1.7060
C -2.8974 -0.3006 2.7941
C -3.9447 0.5960 2.6160
C -4.1800 1.1423 1.3635
C -3.3739 0.8009 0.2799
C -2.3354 -0.0980 0.4464
H -2.7789 -3.8493 1.6686
H -3.2338 -5.4232 -0.1828
H -1.8245 -5.3880 -2.2116
H 0.0404 -3.7785 -2.4014
H 0.4854 -2.1776 -0.5477
H -2.7035 -0.7384 3.7658
H -4.5754 0.8616 3.4535
H -5.0002 1.8345 1.2251
H -3.5675 1.2224 -0.6984
H -1.7075 -0.3809 -0.3874
C -0.0684 3.8509 -0.3420
As 0.6505 3.0436 1.2604
C -0.8904 2.9165 2.4282
C 1.6835 4.4721 2.0611
H -0.5320 4.8051 -0.0942
H -0.8027 3.1757 -0.7774
H 0.7443 4.0017 -1.0507
H -1.3803 3.8873 2.4963
H -0.5700 2.6006 3.4196
H -1.5858 2.1826 2.0258
H 1.0569 5.3564 2.1703
H 2.5345 4.6961 1.4211
H 2.0438 4.1578 3.0392
C 5.4450 -1.0774 0.3901
Te 3.7585 -1.9262 -0.6250
C 3.4442 -2.8205 1.2988
C 3.9641 -1.7822 2.2609
C 3.4465 -1.6313 3.5394
C 3.9008 -0.6050 4.3582
C 4.8764 0.2699 3.9019
C 5.4068 0.1183 2.6263
C 4.9541 -0.9052 1.8038
H 5.7276 -0.1378 -0.0783
H 6.2723 -1.7829 0.3168
H 4.0046 -3.7541 1.3389
H 2.3864 -3.0229 1.4468
H 2.6705 -2.3018 3.8873
H 3.4864 -0.4850 5.3506
H 5.2248 1.0737 4.5368
H 6.1605 0.8063 2.2636
F -3.5006 1.7364 -7.1112
C -3.6343 0.6645 -6.3209
F -3.5106 -0.4285 -7.0927
F -4.8946 0.6670 -5.8476
C -2.6338 0.6539 -5.1960
C -1.7694 1.7188 -4.9991
C -0.8661 1.6844 -3.9489
C -0.8265 0.5825 -3.0957
C -1.7004 -0.4883 -3.3059
C -2.6009 -0.4503 -4.3528
C 0.0925 0.5590 -1.9946
C 0.8572 0.5671 -1.0577
H -1.7980 2.5697 -5.6648
H -0.1812 2.5064 -3.7899
H -1.6615 -1.3497 -2.6509
H -3.2765 -1.2787 -4.5215
*
```

The calculation puts the max |F| at 0.141 eV Å⁻¹. Its LUMO energy is -2.86 eV. As for the highest occupied orbital energy: -10.8318 eV. Its HOMO-LUMO gap is 7.970 eV. As for the energy relative to the best compared isomer or geometry (same formula, charge and spin): 0.000 eV.

=====

Entry 6:
C12H18BrN4OPtSi | ωB97M-V with the def2-TZVPD basis set

```
! wB97M-V def2-TZVPD RIJCOSX def2/J DEFGRID3
* xyz 1 3
Pt -1.1325 0.2224 1.0236
O -2.1075 4.6432 -2.3812
C -1.4825 3.6878 -1.6887
C -0.0822 3.6054 -1.6080
C 0.4979 2.5970 -0.8739
N -0.2971 1.7073 -0.2682
C -1.5982 1.7901 -0.3363
Br -2.3452 -0.9123 2.7187
C -2.2865 2.7521 -1.0275
H -1.4837 5.2553 -2.7900
H 0.5410 4.3333 -2.1103
H 1.5688 2.4922 -0.7675
H -3.3632 2.8146 -1.0670
C 0.7703 0.3426 3.9716
Si 0.9018 -0.4170 2.2873
C 2.2684 0.3746 1.2980
C 1.0274 -2.2665 2.2529
H 1.7518 0.2894 4.4529
H 0.0457 -0.1788 4.5945
H 0.4841 1.3942 3.9169
H 3.2236 0.0926 1.7513
H 2.1967 1.4626 1.3263
H 2.2871 0.0403 0.2598
H 1.9673 -2.5527 2.7353
H 1.0486 -2.6524 1.2323
H 0.2054 -2.7374 2.7897
N 1.1340 -2.2851 -3.3199
C 0.1745 -2.3223 -2.3655
C 0.0199 -1.2794 -1.4332
N -0.9064 -1.3607 -0.4919
C -1.6975 -2.4369 -0.4304
C -1.5226 -3.4486 -1.3594
N -0.6052 -3.4014 -2.3127
H 1.6278 -1.4370 -3.5273
H 1.1212 -3.0086 -4.0189
H 0.6413 -0.3946 -1.4560
H -2.4411 -2.4769 0.3499
H -2.1531 -4.3284 -1.3269
*
```

The calculation puts the max |F| at 0.109 eV Å⁻¹. Its LUMO energy (spin up / spin down) is -3.31 / -5.18 eV. As for the highest occupied orbital energy (spin up / spin down): -11.3728 / -12.0990 eV. Its HOMO-LUMO gap (spin up / spin down) is 8.067 / 6.919 eV. As for the expectation value of S²: 2.01. As for the energy relative to the best compared isomer or geometry (same formula, charge and spin): 0.000 eV.

=====

Question: What is the formula in the first record?
Answer: C7H10

=====

Question: Among the records above, which one has the highest max |F|?
Answer: C5H13N2